{"formula": "C32H19BrF15N4O4Sn", "method": "ωB97M-V/def2-TZVPD", "species": ["Sn", "C", "N", "C", "C", "N", "C", "C", "F", "C", "F", "C", "F", "C", "F", "C", "F", "C", "C", "N", "C", "C", "F", "C", "F", "C", "F", "C", "F", "C", "F", "H", "H", "H", "H", "H", "H", "H", "H", "H", "H", "H", "O", "C", "O", "C", "C", "C", "C", "C", "N", "H", "H", "H", "H", "F", "C", "F", "C", "F", "F", "F", "Br", "C", "C", "C", "C", "C", "C", "C", "O", "O", "H", "H", "H", "H"], "coordinates": [[10.573, 11.488, 13.257], [14.272, 11.752, 11.788], [13.079, 12.403, 12.419], [12.687, 13.443, 11.471], [11.278, 13.941, 11.621], [10.463, 13.586, 12.837], [9.609, 14.589, 13.353], [9.934, 15.754, 14.030], [11.165, 16.258, 14.192], [8.904, 16.612, 14.538], [9.264, 17.756, 15.152], [7.551, 16.324, 14.374], [6.617, 17.164, 14.839], [7.217, 15.141, 13.792], [5.913, 14.850, 13.659], [8.198, 14.389, 13.247], [7.774, 13.339, 12.446], [13.468, 13.140, 13.587], [13.160, 12.290, 14.804], [11.709, 12.185, 15.101], [11.389, 12.584, 16.393], [11.865, 13.671, 17.140], [12.729, 14.501, 16.491], [11.648, 13.851, 18.482], [12.075, 14.928, 19.183], [10.928, 12.901, 19.254], [10.962, 13.002, 20.584], [10.279, 11.921, 18.566], [9.721, 10.842, 19.144], [10.482, 11.810, 17.163], [9.956, 10.664, 16.648], [15.037, 12.531, 11.579], [14.754, 11.054, 12.425], [14.067, 11.286, 10.821], [13.432, 14.282, 11.572], [12.776, 13.058, 10.450], [11.117, 15.011, 11.407], [10.674, 13.505, 10.805], [14.539, 13.265, 13.496], [12.932, 14.088, 13.557], [13.439, 11.280, 14.480], [13.789, 12.474, 15.590], [7.171, 11.923, 15.360], [7.650, 11.409, 14.371], [8.963, 11.294, 14.340], [6.829, 10.791, 13.265], [5.426, 10.979, 13.183], [4.731, 10.257, 12.204], [5.444, 9.370, 11.376], [6.801, 9.348, 11.437], [7.493, 10.042, 12.371], [5.053, 11.684, 13.849], [3.622, 10.408, 11.995], [4.931, 8.794, 10.667], [7.383, 8.888, 10.638], [10.263, 8.828, 12.613], [11.351, 9.420, 13.230], [11.419, 9.199, 14.562], [12.557, 8.661, 12.614], [12.525, 7.414, 13.040], [13.660, 9.241, 13.139], [12.652, 8.644, 11.291], [8.373, 10.117, 5.300], [8.008, 11.021, 6.908], [6.821, 11.572, 7.163], [6.599, 11.841, 8.561], [7.603, 11.733, 9.534], [8.818, 11.205, 9.113], [9.075, 11.002, 7.795], [10.000, 11.149, 10.109], [11.128, 10.957, 9.697], [9.666, 11.460, 11.302], [6.012, 11.597, 6.416], [5.637, 12.373, 8.829], [7.463, 12.048, 10.600], [10.061, 10.586, 7.460]], "relative_energy_ev": 1.285, "total_charge": -1, "e_lumo_ev": 2.31, "largest_force_ha_per_bohr": 0.067, "e_homo_ev": -4.9}

=====

{"formula": "C32H20BaBr2F4N3O4PS", "method": "ωB97M-V/def2-TZVPD", "species": ["Ba", "F", "C", "C", "F", "C", "F", "C", "P", "C", "C", "C", "C", "C", "C", "C", "C", "C", "C", "C", "C", "C", "Br", "C", "F", "H", "H", "H", "H", "H", "H", "H", "H", "H", "H", "O", "C", "O", "C", "C", "C", "N", "C", "C", "C", "O", "O", "H", "H", "H", "N", "C", "C", "C", "C", "C", "C", "H", "H", "H", "H", "H", "H", "H", "S", "C", "N", "Br"], "coordinates": [[3.936, 1.144, -0.129], [-3.760, 4.808, 3.817], [-3.198, 3.956, 2.936], [-3.749, 3.792, 1.690], [-4.884, 4.469, 1.434], [-3.247, 2.852, 0.819], [-3.896, 2.602, -0.336], [-2.063, 2.176, 1.158], [-1.093, 1.161, -0.078], [-1.444, 1.858, -1.765], [-1.593, 0.991, -2.798], [-1.653, 1.491, -4.101], [-1.608, 2.840, -4.301], [-1.555, 3.720, -3.216], [-1.459, 3.237, -1.941], [-2.229, -0.272, 0.003], [-3.487, -0.283, -0.625], [-4.329, -1.412, -0.419], [-3.832, -2.530, 0.276], [-2.608, -2.514, 0.965], [-1.863, -1.380, 0.811], [-1.465, 2.409, 2.367], [0.121, 1.613, 2.906], [-2.013, 3.281, 3.253], [-1.431, 3.476, 4.434], [-1.532, -0.125, -2.560], [-1.792, 0.849, -4.993], [-1.600, 3.328, -5.297], [-1.703, 4.778, -3.425], [-1.227, 3.966, -1.167], [-3.840, 0.411, -1.419], [-5.230, -1.565, -0.955], [-4.521, -3.333, 0.300], [-2.264, -3.399, 1.518], [-0.935, -1.425, 1.255], [1.899, -5.225, -3.345], [1.137, -4.253, -3.114], [-0.125, -4.227, -3.090], [1.843, -2.906, -2.767], [1.078, -1.922, -2.067], [1.763, -0.866, -1.502], [3.081, -0.716, -1.634], [3.825, -1.599, -2.333], [3.222, -2.725, -2.878], [5.312, -1.406, -2.140], [6.006, -2.394, -2.425], [5.649, -0.311, -1.559], [-0.002, -2.047, -1.826], [1.209, -0.294, -0.782], [3.874, -3.535, -3.232], [3.857, -1.029, 1.669], [2.784, -1.549, 2.462], [2.213, -0.849, 3.481], [1.216, -1.455, 4.274], [0.800, -2.731, 3.950], [1.222, -3.278, 2.774], [2.233, -2.688, 2.038], [4.637, -0.830, 2.293], [4.140, -1.767, 1.009], [2.521, 0.151, 3.682], [0.899, -0.983, 5.216], [-0.014, -3.144, 4.574], [0.839, -4.248, 2.423], [2.527, -3.234, 1.120], [0.151, 5.450, 0.450], [1.210, 4.211, 0.434], [1.925, 3.286, 0.486], [6.115, 2.143, 1.940]], "relative_energy_ev": 0.000, "total_charge": -2, "e_lumo_ev": 3.64, "largest_force_ha_per_bohr": 0.073, "e_homo_ev": -3.6}

=====

Which formula does entry 2 have?
C32H20BaBr2F4N3O4PS